C7H8CoN2O5 as an isolated structure in a non-equilibrium geometry, computed with wB97M-V/def2-TZVPD.

Last column: Mulliken charge in e.
Positions of all 23 atoms, in Å:
C (-0.03, -0.70, -4.00)  -0.3528
O (-0.13, -2.74, -0.87)  -0.0770
Co (0.01, 0.04, -2.00)  0.1782
O (2.83, -0.11, -0.91)  -0.0627
H (1.00, 1.20, -4.04)  0.3145
O (-0.03, -0.16, 2.60)  -0.4837
C (-0.08, -1.66, -1.27)  0.4087
C (1.75, -0.08, -1.29)  0.3187
N (-1.13, 0.20, 4.58)  -0.1637
O (0.14, 2.72, -0.66)  -0.0451
C (0.09, 1.75, -1.27)  0.3396
H (-0.87, 1.28, -4.07)  0.3210
N (1.14, -0.11, 4.58)  -0.1305
H (-2.02, 0.22, 4.13)  0.2889
H (1.08, -0.14, 5.58)  0.2800
H (-1.07, 0.17, 5.59)  0.2735
H (-1.00, -1.18, -4.22)  0.3133
C (-0.01, -0.02, 3.80)  0.6468
C (-1.73, 0.09, -1.31)  0.3182
H (0.88, -1.27, -4.19)  0.3090
C (0.03, 0.68, -3.93)  -0.2173
O (-2.83, 0.16, -0.96)  -0.0713
H (2.00, -0.36, 4.11)  0.2936

Output
max |F| = 9.51 eV/Å
net charge = +3
LUMO energy (alpha / beta) = -12.0 / -14.9 eV
E_HOMO (alpha / beta) = -21.4 / -21.2 eV
2S+1 = 5

C4H12AlFO2 as an isolated structure in a non-equilibrium geometry, computed with wB97M-V/def2-TZVPD.

Last column: Mulliken charge in e.
Positions of all 20 atoms, in Å:
C (-22.86, 13.60, -15.30)  0.0203
H (-21.70, 14.04, -17.10)  0.4031
H (-21.06, 12.65, -16.19)  0.3610
H (-26.60, 19.68, -10.40)  0.3152
F (-25.72, 15.28, -9.87)  0.0182
H (-26.71, 17.92, -10.34)  0.3789
H (-23.36, 15.49, -15.68)  0.4044
H (-24.86, 17.86, -8.63)  0.3337
H (-23.56, 13.15, -16.01)  0.2873
H (-24.51, 19.44, -11.20)  0.3649
Al (-24.64, 15.99, -12.52)  1.0101
C (-26.02, 18.76, -10.24)  -0.0904
O (-23.29, 14.89, -14.94)  -0.2286
H (-22.84, 12.89, -14.47)  0.3935
O (-24.98, 18.60, -11.14)  -0.3906
H (-25.96, 19.12, -8.07)  0.3953
H (-20.78, 14.26, -15.65)  0.3586
H (-24.50, 19.53, -8.92)  0.3878
C (-25.32, 18.81, -8.90)  -0.7268
C (-21.54, 13.62, -16.11)  -0.9958

Output
max |F| = 5.57 eV/Å
net charge = +3
LUMO energy (alpha / beta) = -17.8 / -16.2 eV
E_HOMO (alpha / beta) = -22.8 / -22.8 eV
2S+1 = 2

C11H44N22NaO11 as an isolated structure in a non-equilibrium geometry, computed with wB97M-V/def2-TZVPD.

Last column: Mulliken charge in e.
Positions of all 89 atoms, in Å:
H (4.78, 0.55, -1.46)  0.1576
H (-0.64, 2.18, 3.24)  0.0775
C (-1.16, -2.68, -1.89)  0.4525
H (2.11, 0.31, 6.52)  0.1669
H (2.90, -3.03, -7.45)  0.2262
C (-1.34, -2.64, 1.70)  -0.3605
N (-4.09, 4.59, -4.72)  -0.3977
O (1.78, -0.65, -5.59)  -0.6719
N (-2.49, 1.05, 4.43)  -0.3256
H (4.12, -2.37, 3.93)  0.2058
H (1.92, -0.27, 4.91)  0.1341
N (-0.15, 0.50, -3.78)  -0.3585
H (3.91, 1.85, 0.13)  0.2777
N (0.94, -2.79, -5.79)  -0.4619
H (-4.44, 4.70, -5.64)  0.1434
C (-3.32, 3.61, -4.13)  0.5906
H (-1.26, -4.45, 2.61)  0.2110
N (-3.05, 2.53, -4.94)  -0.3996
H (-0.65, -0.22, -3.29)  0.0797
N (-0.73, -3.63, 2.33)  -0.2868
O (-1.38, -0.36, 5.92)  -0.7088
H (5.48, 0.83, 6.36)  0.2370
N (-0.07, 3.44, 0.26)  -0.4481
O (1.85, -0.40, -0.64)  -0.0872
H (-0.19, -1.18, 3.89)  0.0995
C (1.85, -1.73, -6.14)  0.5468
H (-0.27, 2.96, -0.66)  0.0410
H (4.13, 1.53, 7.10)  0.1798
H (-2.65, 2.95, -0.02)  -0.0271
H (3.85, -0.62, -2.31)  0.1941
O (0.27, 1.23, 1.17)  0.1561
O (-1.61, -1.52, -1.79)  -0.5863
N (4.54, 1.18, 6.25)  -0.4801
N (-3.56, 2.55, 0.05)  -0.2138
H (-3.06, 1.17, 5.30)  0.2545
C (2.91, 0.22, -0.59)  0.1995
O (-0.21, 1.52, -1.83)  -0.2617
H (1.50, 3.03, -2.61)  0.2386
H (-2.87, 1.06, 3.49)  0.2625
O (-2.80, 1.21, 1.60)  -0.5153
H (-1.05, -0.19, 2.79)  -0.3789
H (0.85, -2.23, -1.90)  0.1498
C (-3.75, 1.54, 0.93)  0.6598
N (3.95, -0.01, -1.54)  -0.4209
Na (-0.50, 0.08, -0.37)  0.6355
H (-4.86, 0.09, 1.79)  0.2277
H (1.43, -1.40, 1.52)  -0.4340
H (-0.93, 3.70, 2.82)  0.3304
N (0.24, -3.03, -1.93)  -0.3628
N (2.08, -1.47, 2.30)  0.3028
N (-0.32, 2.93, 2.59)  -0.5047
H (-5.79, 1.00, 0.67)  0.1582
H (2.43, 1.59, 0.91)  0.0769
H (-2.96, -3.65, -1.78)  0.2920
N (-0.87, -0.43, 3.75)  0.4651
H (0.36, 0.14, -4.58)  0.3431
H (3.60, -3.92, 3.85)  0.2356
H (-3.22, 2.54, -5.97)  0.2261
C (3.76, 0.53, 5.32)  0.6179
H (-4.30, 2.90, -0.53)  0.1484
N (3.39, -2.98, 3.67)  -0.3424
H (3.60, -1.56, -7.28)  0.2545
H (-2.91, -1.55, 1.26)  0.1308
H (-4.36, 5.36, -4.14)  0.2324
N (1.25, 2.39, -3.37)  -0.3271
H (-1.63, -4.68, -2.00)  0.2418
C (2.44, -2.78, 2.60)  0.4840
H (2.78, -0.74, 2.26)  0.2999
H (1.84, 2.28, -4.18)  0.2279
N (-4.92, 0.84, 1.12)  -0.4446
C (-0.08, 2.46, 1.29)  0.0659
H (0.76, -2.77, -4.81)  0.2129
H (-0.71, 4.19, 0.40)  0.3780
H (1.16, -3.73, -6.07)  0.2544
N (2.73, -2.04, -7.17)  -0.4742
O (-2.83, 3.70, -2.98)  -0.6210
N (2.52, 0.17, 5.63)  -0.2428
O (4.29, 0.18, 4.25)  -0.6619
N (3.22, 1.17, 0.42)  -0.3620
H (0.51, -3.83, -1.41)  0.2688
H (-2.29, 1.99, -4.57)  0.2505
O (-0.62, -1.87, 1.04)  0.4017
C (-1.60, 0.04, 4.79)  0.3195
O (2.00, -3.80, 2.07)  -0.7836
C (0.27, 1.51, -2.98)  0.3760
H (-3.35, -3.12, 1.81)  0.2827
H (0.28, -3.73, 2.09)  0.1842
N (-2.72, -2.32, 1.87)  -0.3991
N (-2.03, -3.75, -2.19)  -0.5160

Output
max |F| = 4.42 eV/Å
net charge = +1
LUMO energy = -1.9 eV
E_HOMO = -11.1 eV
2S+1 = 1

C3H5BrO2 as an isolated structure in a non-equilibrium geometry, computed with wB97M-V/def2-TZVPD.

Last column: Mulliken charge in e.
Positions of all 11 atoms, in Å:
H (-1.27, 1.38, 0.00)  0.2963
O (1.61, 0.64, 0.90)  -0.5490
H (-0.97, -0.40, -0.71)  0.2734
H (2.17, -1.76, -0.76)  0.3948
C (-0.52, 0.51, -0.25)  -1.1345
C (1.10, -1.11, 0.66)  0.0756
O (1.23, -1.47, -0.60)  -0.4023
H (-0.39, 0.15, 1.84)  0.3298
C (0.36, 0.08, 0.97)  0.5059
Br (1.90, -2.21, 1.98)  -0.0772
H (0.30, 0.82, -0.93)  0.2871

Output
max |F| = 4.17 eV/Å
LUMO energy = 0.5 eV
E_HOMO = -9.5 eV
2S+1 = 1

C3H2ErFO3 as an isolated structure in a non-equilibrium geometry, computed with wB97M-V/def2-TZVPD.

Last column: Mulliken charge in e.
Positions of all 10 atoms, in Å:
O (2.01, -0.47, -0.48)  -0.0253
O (-0.15, -1.13, -0.40)  -0.1245
F (-1.58, 1.89, 0.17)  -0.0304
C (0.86, -0.29, -0.29)  0.5489
C (-1.31, -0.60, 0.15)  -0.1521
C (-0.94, 0.82, 0.29)  0.6212
Er (4.68, 0.20, -0.41)  1.5599
H (-1.63, -1.13, 1.07)  0.4086
O (0.35, 0.92, 0.27)  -0.1542
H (-2.30, -0.21, -0.38)  0.3478

Output
max |F| = 4.84 eV/Å
net charge = +3
LUMO energy (alpha / beta) = -14.0 / -14.3 eV
E_HOMO (alpha / beta) = -20.8 / -24.9 eV
2S+1 = 5

C3H12KN2O as an isolated structure, computed with wB97M-V/def2-TZVPD.

Last column: Mulliken charge in e.
Positions of all 19 atoms, in Å:
H (-2.04, 1.20, -1.33)  0.3894
H (0.28, 2.11, 0.07)  0.2231
C (-0.49, -0.24, -1.67)  -0.5822
C (-0.96, 1.16, -1.29)  -0.5645
N (0.97, -0.42, -1.66)  -0.5211
H (0.91, -1.94, 3.03)  0.1816
H (1.02, -0.18, 3.21)  0.2648
H (-0.87, -0.49, -2.66)  0.4848
K (1.32, -2.78, -0.20)  0.9469
H (-0.58, 1.89, -2.01)  0.2974
H (-0.95, -0.93, -0.96)  0.2125
H (-1.24, 2.00, 0.57)  0.2491
H (0.06, -0.05, 1.05)  0.3565
H (1.39, 0.14, -0.93)  0.2076
N (-0.52, 1.49, 0.08)  -0.6490
O (0.46, -0.90, 1.34)  -0.4365
H (1.35, -0.09, -2.54)  0.2754
H (-0.57, -0.98, 3.15)  0.2781
C (0.45, -0.99, 2.76)  -0.6139

Output
max |F| = 0.17 eV/Å
net charge = +1
LUMO energy = -3.3 eV
E_HOMO = -13.3 eV
2S+1 = 1

One molecule with the formula CHNOS2 in a non-equilibrium geometry, computed with wB97M-V/def2-TZVPD.

Last column: Mulliken charge in e.
Positions of all 6 atoms, in Å:
C (0.62, -0.03, 0.04)  0.1757
S (-1.31, -1.85, -0.01)  0.0100
H (1.73, 0.11, 0.23)  0.2830
N (0.02, 1.10, -0.01)  -0.1950
O (0.22, -1.34, -0.18)  -0.2509
S (-1.28, 2.00, -0.06)  -0.0228

Output
max |F| = 2.93 eV/Å
LUMO energy (alpha / beta) = -1.4 / -2.2 eV
E_HOMO (alpha / beta) = -8.7 / -8.8 eV
2S+1 = 1

- What is the formula in the fifth record?
  C3H2ErFO3

- Among the records above, which one has the lowest max |F|?
  C3H12KN2O

- Number 6 is which compound?
  C3H12KN2O

- Number 3 is which compound?
  C11H44N22NaO11